Density functional theory data (ωB97M-V with the def2-TZVPD basis set) for an isolated molecule of C23H24N2O3.

Geometry as XYZ:
```
52
Properties=species:S:1:pos:R:3
C 5.372 -2.084 -1.729
O 4.442 -2.198 -2.781
C 3.117 -2.093 -2.482
C 2.232 -2.227 -3.548
C 0.866 -2.141 -3.347
C 0.354 -1.918 -2.080
O -0.983 -1.826 -1.765
C -1.917 -1.948 -2.805
C 1.246 -1.774 -1.003
N 0.684 -1.532 0.248
C 1.278 -1.311 1.441
O 2.468 -1.361 1.673
C 0.243 -0.993 2.529
N -0.922 -0.369 1.939
C -0.722 1.011 1.504
C -1.448 1.190 0.185
C -2.836 1.202 0.149
C -3.504 1.333 -1.055
C -2.791 1.458 -2.236
C -1.408 1.447 -2.207
C -0.740 1.309 -1.003
C -1.148 2.077 2.498
C -1.240 3.396 2.063
C -1.622 4.401 2.930
C -1.916 4.107 4.251
C -1.818 2.801 4.696
C -1.435 1.794 3.826
C 2.614 -1.864 -1.206
H 5.223 -2.863 -0.975
H 5.317 -1.103 -1.248
H 6.352 -2.207 -2.189
H 2.631 -2.402 -4.534
H 0.209 -2.255 -4.194
H -1.775 -1.174 -3.566
H -2.892 -1.814 -2.339
H -1.870 -2.936 -3.275
H -0.326 -1.416 0.241
H -0.054 -1.942 2.984
H 0.744 -0.388 3.301
H -1.744 -0.448 2.524
H 0.353 1.139 1.319
H -3.394 1.116 1.070
H -4.584 1.342 -1.073
H -3.315 1.565 -3.175
H -0.844 1.545 -3.123
H 0.341 1.295 -0.988
H -1.012 3.629 1.033
H -1.691 5.419 2.574
H -2.217 4.891 4.930
H -2.038 2.561 5.726
H -1.357 0.784 4.205
H 3.258 -1.752 -0.351
```

Computed properties:
Relative energy (zero: lowest compared OMol25 entry of this formula, charge and spin) in kcal/mol: 59.0
SMILES string: COc1ccc(OC)c(NC(=O)CNC(c2ccccc2)c2ccccc2)c1
Max |F| in eV/A: 0.588
Spin multiplicity: 1
Kohn-Sham gap in eV: 8.32
Total charge: 0
LUMO in eV: 0.72

For reference, the Löwdin charges in units of e are: -0.087 -0.086 -0.276 -0.009 -0.017 -0.218 -0.105 -0.089 -0.140 0.155 -0.457 0.067 -0.119 -0.035 -0.250 -0.202 -0.028 -0.076 -0.099 -0.086 -0.039 -0.172 -0.030 -0.075 -0.092 -0.082 -0.040 0.059 0.098 0.097 0.091 0.116 0.105 0.088 0.095 0.097 0.127 0.135 0.127 0.116 0.159 0.120 0.103 0.103 0.109 0.120 0.120 0.104 0.101 0.103 0.103 0.094